# 1
Formula: C25H39F3IrN3SbSi3
Source: the OMol25 dataset
Level of theory: ωB97M-V/def2-TZVPD

The geometry in XYZ format:
```
75
Properties=species:S:1:pos:R:3
C 0.68977 3.21385 2.32450
Sb -0.64010 0.81544 -0.44617
H -0.47829 -2.84798 -1.77675
H -2.40529 -6.17750 0.12886
C 6.74428 -0.95033 -1.32789
H 0.02992 5.70670 -0.00344
H -0.65327 -2.37920 5.97116
H -2.02018 -5.07284 2.31123
C -3.98447 2.73731 0.26965
H -0.33794 3.24320 2.68704
H -1.36198 4.65373 0.21215
H 4.57546 -1.25223 -2.93837
C -0.92584 -2.96009 3.92273
H -2.00879 2.92955 -4.46497
C 4.89787 -0.94534 0.41626
C -1.90884 -5.21601 0.17061
C 0.18629 -0.94502 4.60380
C 2.31076 3.06513 -0.35170
C -1.66876 2.68326 -3.44946
H -1.74348 -1.32691 -3.24190
C 2.98121 -1.14623 -1.52340
H -2.53468 -0.14629 2.67506
C -0.36268 4.70191 -0.21965
H -3.85088 2.86330 -0.80526
Si -1.00286 0.98718 -3.47471
H -3.13162 -0.20833 -3.27471
C 0.73826 0.76621 -3.97312
C 0.40005 -0.65150 3.27337
H 2.70403 2.10073 -0.02701
H 1.40117 1.47552 -3.47607
C -1.68491 -4.60192 1.39717
H 3.07094 3.82456 -0.12012
N -0.01498 -1.47812 2.29723
C -4.26216 -0.36533 -0.08149
C 5.27757 -1.02977 -0.91085
F 6.91977 0.17178 -2.03173
C -2.14666 -0.42050 -3.69074
H 3.22074 -0.91469 1.75295
H -5.05043 2.91678 0.47596
H -2.28693 -0.61654 -4.76126
H -3.96222 0.75298 3.19735
H 5.63426 -0.87107 1.20549
Si 0.77842 3.50722 0.52990
Ir 0.61185 -1.26589 0.44093
F 7.04470 -1.99515 -2.09302
H -1.63621 -5.04499 -1.96531
H -3.42048 3.49476 0.81340
Si -3.60668 1.05812 0.84048
H 2.17816 3.07006 -1.43437
H -4.38036 -0.15247 -1.14389
H -0.90412 3.41476 -3.18761
C -1.48294 -4.59173 -0.99546
H 1.23852 4.01031 2.84461
H -2.53415 2.79084 -2.79532
N 2.59809 -1.05094 -0.22752
H 1.15628 2.26782 2.59190
H -1.45679 -3.87043 4.16571
H 0.54735 -0.26869 5.36663
C -1.02704 -3.39146 1.42712
F 7.53767 -0.93080 -0.26523
C 4.30289 -1.15054 -1.89541
C -0.67325 -2.61934 2.61051
H -2.45269 1.62200 2.92190
H -5.26292 -0.58461 0.31825
C 3.55317 -0.96146 0.72401
H 2.19586 -1.24666 -2.25377
H 0.82741 0.94622 -5.05245
N -0.61133 -2.79204 0.28645
C -3.06833 0.79858 2.55966
H 0.91387 0.24539 2.95669
H 1.07218 -0.25108 -3.79106
C -0.48249 -2.11753 4.93429
H -3.65472 -1.26160 0.05425
H -0.41736 4.61204 -1.30407
C -0.83865 -3.37616 -0.90397
```

Calculated values
2S+1: 2
LUMO (alpha / beta) in eV: -12.96 / -13.53
Charge: +4
Total energy in a.u.: -2651.5455
Gap between HOMO and LUMO (alpha / beta) in eV: 6.156 / 5.483
Max |F| in eV Å⁻¹: 1.0
Highest occupied orbital energy (alpha / beta) in eV: -19.12 / -19.02

---

# 2
Formula: C5H12N4
Source: the OMol25 dataset
Level of theory: ωB97M-V/def2-TZVPD

The geometry in XYZ format:
```
21
Properties=species:S:1:pos:R:3
H -2.34230 -2.47449 -0.99399
H -2.15478 2.19758 -0.90078
C 2.46695 0.13090 0.12395
H 2.71833 1.38491 0.00096
N -1.39058 -0.61128 -0.31861
H -2.98901 -1.20644 1.10748
C 1.03713 -0.50770 -0.24826
H -1.83854 -2.97895 0.73634
C -1.50634 -2.13180 -0.47018
H 4.11782 -1.35867 0.08942
H -1.33714 3.46956 0.12932
H -2.35262 0.76650 1.05175
H 0.87644 -1.71539 -0.41254
N -0.27959 1.55848 -0.29969
H -0.36009 -2.71439 -0.91793
H -1.26618 -0.51285 2.02453
N 3.61700 -0.30826 0.25235
H 4.64260 0.68970 0.34494
C -2.00944 -0.40667 1.03909
C -0.21582 0.22911 -0.24745
N -1.42532 2.29961 -0.12582
```

Calculated values
LUMO in eV: -0.65
Charge: 0
Total energy in a.u.: -416.2863
Gap between HOMO and LUMO in eV: 5.825
Max |F| in eV Å⁻¹: 12.0
Highest occupied orbital energy in eV: -6.48

---

# 3
Formula: C62H154O31S7
Source: the OMol25 dataset
Level of theory: ωB97M-V/def2-TZVPD

The geometry in XYZ format:
```
254
Properties=species:S:1:pos:R:3
H 0.30091 -0.43841 -0.49940
C 6.99140 -1.17537 3.30042
H 7.45012 -5.05380 -1.00928
H -2.24562 -0.06688 -4.07545
C 3.48396 1.95078 2.71151
O 7.15028 0.16226 -1.54630
H -1.05393 9.45256 0.89354
H 2.41585 -3.14218 -0.73766
H -0.01559 2.46937 3.44660
C -4.58193 5.82367 2.88923
H 1.25298 -1.10427 4.60551
H 9.76861 -1.12634 -0.05470
H 1.39697 -6.69232 2.59674
H 2.42074 -0.75699 5.92737
C -0.04878 0.14111 0.38375
C -5.42950 -0.93685 3.03066
O -4.70857 4.61404 2.20910
H -0.33110 4.01605 -0.04454
H 4.76866 -0.53552 1.10589
H -3.07725 7.19689 3.52786
H 0.13270 1.68157 -3.98094
O -2.37369 -5.21298 3.20829
H -2.22763 6.81683 -4.91685
H 5.32923 -2.16573 1.86958
H 4.66171 6.26587 0.76853
C -3.81687 -3.18724 -4.90157
C 0.11360 -2.91788 -5.31875
O 5.93281 -4.49511 0.23902
C 2.33860 -0.96858 4.82585
H -0.89337 5.13883 2.77747
C -1.38753 8.97698 -0.03231
H -1.24691 0.47145 5.83704
C -6.77278 3.60620 -1.36711
H -1.49255 -3.55199 -2.84971
H -5.30849 1.63673 -3.47253
C -1.26724 -0.55108 -4.06022
S 2.87966 -3.31206 -3.06001
H 2.90898 -0.16626 4.30958
H 2.98616 0.59722 -0.04022
H 1.11071 -4.77973 -5.90317
H -3.90638 6.32211 -5.57793
H -4.45932 -5.40725 3.20252
C 2.13439 -3.68250 5.56621
H 6.09384 -1.39768 3.87393
H -4.34310 -2.67715 -5.74306
H 0.74318 1.04866 2.64500
H -1.04993 -0.06021 4.06958
C 3.79962 5.98529 0.16532
H 0.71324 -2.50810 0.95354
C -2.79968 -1.92888 6.58622
H 1.17609 8.83440 -0.05191
H -3.71361 -2.04267 6.02323
C 0.63304 7.93315 0.33390
H 3.77725 -1.07346 -3.57715
H -3.87896 -4.17167 -7.33185
C -2.13315 2.20955 1.35514
H 2.00699 -3.31775 6.60797
H 2.00615 -3.43003 -8.80194
O 1.66417 2.98225 1.05749
H -0.60194 4.26515 4.31775
H 8.22174 -0.51249 0.53925
H -1.21458 9.62043 -0.91843
C -2.81021 2.98247 0.20368
H -4.75346 -4.11588 1.12460
H -6.14364 3.45113 3.08359
H -3.91496 1.12311 -2.41193
H 4.56523 1.10838 -3.42153
H -6.48747 2.57604 -1.65439
H 2.61992 -4.67978 5.63496
C 9.78846 1.43601 1.18688
O -4.20863 -2.99996 2.82346
C -1.77652 -6.08474 -1.74647
H -4.50177 -0.03994 -3.73326
O -0.15533 -1.86043 6.47766
H 10.46016 0.81846 1.79831
H -2.32433 5.65359 -6.27072
H -2.59129 2.59582 2.29289
C 7.85014 -2.36926 2.99421
H -6.46996 -1.78372 5.43397
H -3.81789 2.60561 -0.10222
C 1.32935 -4.27303 -8.44932
H 8.18699 -5.07163 2.62825
H -5.95794 -0.64472 -0.22637
C -5.27303 -0.69734 -1.13019
H -5.37655 8.39671 -0.00585
C 6.56151 -5.26679 1.25561
H 3.45134 -1.72358 -1.20693
O -6.06750 4.01843 -0.19889
H -0.27712 3.94142 -1.77722
O -2.49380 5.17802 4.02858
C 5.20083 0.89453 -2.55419
S -1.89385 -4.60064 -0.75621
H -3.36983 -1.10554 2.60010
H -0.89370 -2.06920 1.81599
C -1.00630 4.10157 -0.94067
H -0.38498 0.40827 -5.69738
H -6.23642 -1.63922 3.06019
C -4.63417 -3.35882 -3.65846
O -4.51568 -2.13405 -2.92217
H 0.19269 1.66300 -2.19216
H 3.28940 0.97066 2.31805
C -0.40403 1.34036 -3.05487
H -4.32284 6.16193 -2.85902
H -5.62966 -3.48706 -3.94646
H 2.85356 -4.68689 1.57360
O 0.44163 -3.87043 -7.54205
H 9.91972 2.56643 1.23137
O -2.10298 0.76380 1.40784
H -3.31909 9.61958 0.49896
H 0.07054 -3.68978 -1.96780
H 4.07168 2.00346 -0.40325
C 0.90443 1.91438 3.29235
C -2.29750 -6.03691 4.33164
O -5.78037 0.20712 -2.12708
H 8.43008 -2.67104 3.87668
C -2.84383 8.64732 0.13971
H 6.11266 -0.95844 -2.86289
C -3.07710 6.15279 3.16380
H 6.16194 -3.95722 -1.59822
O -3.56314 8.07027 -0.87782
H -3.55394 4.76572 -1.89603
C -4.77100 0.75356 -2.99066
C 3.12280 -1.79180 -4.03798
H -2.82830 8.12506 1.09824
S 1.68869 -6.33797 0.33512
C -0.67918 -0.61347 -5.46396
O -0.65253 7.79281 -0.22693
H 5.49373 1.87945 -2.22150
H -1.42357 5.11796 -0.98517
C -6.16643 -0.68002 5.30617
H 8.51196 -2.14640 2.19223
H -2.65337 -2.90461 7.08215
O -2.04125 3.05882 -1.02086
C -1.06383 5.16811 3.87449
H -4.21732 -4.14245 -2.98849
H -2.38568 -5.98281 -2.62889
S 3.22332 -2.50263 4.72177
C 3.15232 -5.54413 1.00249
H -1.00807 -3.02412 -5.39878
C -3.45810 5.53447 -2.66172
O -5.10141 -0.54173 4.30497
H -2.28765 -3.73760 -6.85391
C 5.61296 -1.21553 1.34231
O 2.84294 7.02444 0.41678
H 4.32462 2.51678 2.25479
H 0.55964 7.86258 1.44903
H -1.42759 1.76397 -3.03946
C 2.64345 -2.39322 -1.45228
H -4.97569 5.87926 3.88077
H 2.06196 -5.09336 -8.06094
H -3.08085 -3.62797 1.21147
H -3.15504 -5.96559 5.03752
H -4.44766 -1.73922 1.20742
C 9.05070 -0.29400 -0.20715
C 6.36030 -4.81100 -1.02911
H 0.62805 -2.26342 2.63138
H -3.57827 -6.10910 1.75789
H -4.26928 -0.37604 -0.81158
H 6.93228 -6.24697 0.91111
H 0.48337 -3.18097 -4.28719
C -1.01489 -3.49494 -1.88972
H 3.98402 5.91346 -0.94125
O -1.63272 4.10923 -4.04784
H 1.94480 -3.19673 -6.22178
H 1.73038 -1.77685 -1.53524
H -2.65102 -5.46683 -6.92764
O -0.39813 -0.09438 -3.03435
C -3.03575 -4.47453 -6.67130
H -3.16719 3.99164 0.52148
H 0.78260 -4.76411 -9.21935
H -1.76621 0.76157 -0.59618
C 7.64159 -4.47269 1.90003
C 6.42071 0.09260 -2.70571
H -2.18922 -7.03912 4.01209
H -1.42914 -5.78022 4.92688
H 1.11477 5.83182 0.58245
C 1.46877 6.71350 -0.02165
H -6.74451 4.96688 2.28721
H -2.49573 6.17686 2.18970
O 9.62209 0.96739 -0.11742
H 1.22168 1.59338 4.28219
H -2.23238 -6.92345 -1.20300
H 3.72067 -5.25866 0.11080
O 4.36256 0.31712 -1.56303
H 5.71652 -5.59048 -1.42748
O 0.44211 -0.50161 1.56608
O -3.32486 -4.27300 -0.74744
H -1.51102 -0.92311 -6.16459
H 8.93650 -0.26104 -2.47954
C -6.39097 3.25778 1.00680
H -5.37264 7.14876 -1.32590
C 0.17125 -1.93813 1.69562
O 4.16983 -3.99336 -2.97958
H -1.10720 2.47096 1.22102
H 1.24746 -3.75614 4.94153
H 7.52090 -0.36599 3.83019
H 8.17415 -1.66233 -1.64165
C -4.27978 -1.65706 2.32295
H -1.97430 -0.84621 0.26048
C 3.51187 1.17509 -0.81957
C -1.55602 0.18458 0.30966
S -3.00138 4.62272 -4.22282
H -2.91973 -1.10156 7.27032
H -5.91061 2.26931 0.90451
H 5.87483 -5.44889 2.03970
H -1.49410 -1.57098 -3.72414
H -5.03954 6.61508 2.32683
H -0.61327 5.95374 4.42623
S 2.04263 2.99111 2.54660
C 0.70814 -6.30466 1.83360
H 8.86185 1.30386 1.79457
C -3.65517 -5.27746 2.50099
O 6.50911 -0.50982 2.18538
H -6.32363 -2.21084 -1.91618
H 2.20334 -1.26893 -4.19130
O 0.41864 -1.52176 -5.58991
C 8.39641 -0.55295 -1.56236
H -5.74405 -0.34188 6.28078
H -7.49828 3.11902 1.12186
C -3.94221 -3.90825 1.80307
O 1.04867 -5.27055 -0.58187
O 3.16904 -2.92473 3.29449
H -4.74287 6.70686 0.19186
H 0.41857 -5.24213 2.03058
H 1.51790 6.46138 -1.07998
H 3.74409 -6.24805 1.58083
C -5.32034 -2.04250 -1.74031
H -6.44809 4.30696 -2.20572
H 3.56035 -2.15295 -4.96586
C -6.01271 4.09767 2.25126
H 3.36734 5.11060 0.54853
H -2.94281 -2.57797 -4.65757
H -0.17443 -6.88605 1.76512
H 2.71677 1.65851 -1.50023
H -5.75285 -0.05193 2.45412
C -4.84609 7.60207 -0.47251
H 0.44736 1.12076 0.38827
C -2.85950 6.02416 -5.34602
H -1.09031 -2.54889 -1.39999
H 6.95888 0.43118 -3.64646
C 0.98226 -3.76835 -6.23774
H 6.13479 -1.42772 0.39775
H -2.68635 0.00957 4.79837
C -1.62956 -0.21514 4.99260
H -0.70797 -6.22959 -1.92750
H 8.41279 -4.09669 1.17673
H 3.80453 1.90205 3.74388
O -3.48919 -4.49271 -5.35211
H -7.87086 3.57396 -1.22857
H -6.95992 -0.03811 4.92589
S -1.32664 -1.89679 5.55774
O 7.03901 -3.41546 2.57608
H -4.97570 -2.81647 -1.03952
H -2.62753 6.17512 -2.42988
```

Calculated values
LUMO in eV: 0.40
Charge: 0
Total energy in a.u.: -7573.6060
Gap between HOMO and LUMO in eV: 8.720
Max |F| in eV Å⁻¹: 4.0
Highest occupied orbital energy in eV: -8.32